# C4H8O2

2 unconnected molecules or ions with the total composition C4H8O2 at a distorted geometry (ωB97M-V with the def2-TZVPD basis set, the OMol25 dataset).

Summary:
- structure (SMILES) = C=C/C=C\O.O

```
! RIJCOSX wB97M-V def2-TZVPD def2/J DEFGRID3
* xyz 0 1
C 2.647 0.246 -0.610
C 1.543 0.933 -0.332
C 0.164 0.509 -0.141
C -0.849 1.302 0.200
O -0.652 2.638 -0.064
H 3.581 0.740 -0.812
H 2.659 -0.832 -0.469
H 1.668 2.006 -0.437
H 0.025 -0.541 0.114
H -1.715 0.877 0.685
H -0.694 3.125 0.767
O -2.536 -3.342 0.399
H -3.475 -3.418 0.597
H -2.365 -4.244 0.104
*
```

---

# C4H8O2

A molecular structure, C4H8O2 (ωB97M-V with the def2-TZVPD basis set, the OMol25 dataset).

```
! RIJCOSX wB97M-V def2-TZVPD def2/J DEFGRID3
* xyz 0 1
C 2.015 -0.293 -0.563
O 1.134 -0.068 0.547
C 0.044 0.644 0.249
C -1.520 -0.818 -0.454
C -0.688 1.282 1.329
O -1.897 1.448 1.431
H 2.963 -0.651 -0.152
H 1.586 -1.065 -1.218
H 2.161 0.630 -1.135
H -0.683 0.192 -0.660
H -1.811 -0.921 -1.508
H -0.999 -1.700 -0.074
H -2.329 -0.461 0.184
H 0.025 1.781 2.027
*
```

---

# C4H8O2

A single C4H8O2 molecule (ωB97M-V with the def2-TZVPD basis set, the OMol25 dataset).

Summary:
- structure (SMILES) = O=CCCCO

```
! RIJCOSX wB97M-V def2-TZVPD def2/J DEFGRID3
* xyz 0 1
O -1.680 0.370 -1.535
C -1.686 0.714 -0.377
C -0.874 0.005 0.683
C 0.199 -0.894 0.030
C 1.414 -0.150 -0.521
O 2.088 0.573 0.490
H -2.306 1.580 -0.064
H -1.558 -0.625 1.269
H -0.539 0.751 1.427
H 0.536 -1.646 0.749
H -0.274 -1.424 -0.806
H 2.143 -0.865 -0.919
H 1.122 0.505 -1.358
H 1.417 1.105 0.933
*
```

---

# C4H8O2

A single C4H8O2 molecule at a distorted geometry (ωB97M-V with the def2-TZVPD basis set, the OMol25 dataset).

Summary:
- structure (SMILES) = C1COCCO1

```
! RIJCOSX wB97M-V def2-TZVPD def2/J DEFGRID3
* xyz 0 1
C -1.340 0.379 -0.116
C -0.832 -1.045 0.055
O 0.424 -1.236 0.561
C 1.340 -0.292 0.027
C 0.863 1.131 0.271
O -0.361 1.354 -0.402
H -1.594 -0.178 -1.057
H -2.149 0.781 0.532
H -1.588 -1.627 0.592
H -0.839 -1.475 -1.157
H 2.282 -0.501 0.534
H 1.455 -0.453 -1.059
H 0.755 1.310 1.353
H 1.584 1.851 -0.133
*
```

---

Values for energy above the lowest of the compared OMol25 structures with the same formula, charge and spin, eV, ordered as above
2.5567, 5.0479, 1.2880, 3.5875
Values for HOMO energy, hartree, ordered as above
-0.30857, -0.30219, -0.36905, -0.34658